Molecular formula: C4H3I
Method: DFT, wB97M-V/def2-TZVPD

Calculated values
lowest unoccupied orbital energy = 0.1 eV
E_HOMO = -8.557 eV
energy relative to the best compared isomer or geometry (same formula, charge and spin) = 224.3 kJ/mol

Geometry (Å):
C 1.272 0.284 0.097
C 0.147 0.998 0.036
C 0.041 -1.183 0.100
C -0.779 -0.156 -0.023
I -2.901 0.042 0.005
H 2.337 0.319 -0.142
H -0.218 1.954 0.039
H 0.102 -2.258 -0.112